Record 1
Below is a structure of composition C24H36F3O21V2 at a distorted geometry, with properties calculated with wB97M-V/def2-TZVPD.

The geometry in XYZ format:
```
86
Properties=species:S:1:pos:R:3:mulliken_spin:R:1
O -22.64 -3.79 17.59 0.000
V -21.12 -3.96 18.16 0.000
O -20.05 -4.10 17.04 0.000
O -19.02 -7.33 22.01 0.000
V -20.34 -6.44 21.81 0.000
O -21.19 -6.30 23.14 0.000
C -21.96 -7.19 19.38 0.000
O -21.68 -7.65 20.72 0.000
O -21.52 -5.85 19.49 0.000
C -21.31 -8.14 18.22 0.000
F -20.80 -7.47 17.18 0.000
F -20.30 -8.78 18.86 0.000
F -22.15 -9.08 17.68 0.000
C -22.62 -8.73 21.10 0.000
C -22.07 -9.04 22.48 -0.001
H -22.50 -10.01 22.75 0.001
H -20.99 -9.09 22.60 0.000
H -22.47 -8.47 23.32 0.000
H -22.70 -9.58 20.42 0.000
H -23.64 -8.37 21.25 0.000
H -23.03 -7.07 19.23 0.000
C -25.99 -7.44 23.17 0.000
C -26.36 -8.82 23.84 0.000
C -27.85 -9.26 23.90 0.000
O -27.88 -10.30 23.00 0.000
C -26.67 -10.75 22.71 0.000
O -26.63 -11.72 21.94 0.000
O -25.67 -9.94 23.23 0.000
H -26.37 -7.46 22.15 0.000
H -24.92 -7.24 23.17 0.000
H -26.31 -6.61 23.80 0.000
H -25.87 -8.75 24.81 0.000
H -28.61 -8.51 23.68 0.000
H -28.06 -9.67 24.89 0.000
C -18.24 -14.87 19.76 0.155
C -19.59 -14.15 20.10 0.052
C -20.66 -15.10 20.69 0.005
O -21.07 -14.33 21.82 0.046
C -20.46 -13.19 21.94 -0.052
O -20.63 -12.35 22.76 0.153
O -19.36 -13.21 21.08 0.495
H -18.52 -15.85 19.38 0.013
H -17.50 -14.94 20.55 -0.003
H -17.80 -14.31 18.92 0.000
H -19.89 -13.61 19.21 0.098
H -20.32 -16.06 21.07 0.027
H -21.49 -15.39 20.05 0.011
C -17.27 -9.76 17.66 0.000
C -16.16 -10.55 16.97 0.000
C -14.75 -9.80 17.12 0.000
O -13.96 -11.01 17.38 0.000
C -14.83 -12.08 17.75 0.000
O -14.44 -13.18 17.97 0.000
O -16.13 -11.69 17.75 0.000
H -16.93 -9.62 18.69 0.000
H -18.31 -10.03 17.48 0.000
H -17.19 -8.72 17.33 0.000
H -16.36 -10.84 15.94 0.000
H -14.88 -8.99 17.83 0.000
H -14.54 -9.32 16.16 0.000
C -23.95 -4.04 20.88 0.000
C -25.27 -3.38 21.18 0.000
C -26.44 -3.80 20.23 0.000
O -27.55 -3.88 21.00 0.000
C -27.14 -4.14 22.23 0.000
O -27.94 -4.69 23.08 0.000
O -25.83 -3.79 22.40 0.000
H -23.48 -3.63 19.99 0.000
H -24.17 -5.10 20.90 0.000
H -23.26 -3.77 21.68 0.000
H -25.22 -2.29 21.23 0.000
H -26.34 -4.75 19.69 0.000
H -26.53 -2.97 19.53 0.000
C -21.18 -8.23 12.68 0.000
C -20.89 -7.31 13.86 0.000
C -20.77 -5.79 13.52 0.000
O -22.07 -5.42 14.03 0.000
C -22.65 -6.35 14.82 0.000
O -23.75 -6.12 15.37 0.000
O -21.89 -7.43 14.81 0.000
H -20.57 -8.09 11.79 0.000
H -22.19 -8.10 12.30 0.000
H -21.00 -9.30 12.79 0.000
H -19.96 -7.65 14.33 0.000
H -20.71 -5.57 12.45 0.000
H -20.01 -5.27 14.11 0.000
```

Total energy in hartree: -4702.89215
Net charge: +2
Spin multiplicity: 2
Expectation value of S²: 0.758
Orbital gap (alpha / beta) in eV: 5.795 / 2.026

Record 2
Below is a structure of composition C12H20IrN4OS at a distorted geometry, with properties calculated with wB97M-V/def2-TZVPD.

The geometry in XYZ format:
```
39
Properties=species:S:1:pos:R:3:lowdin_charge:R:1
Ir 0.81 -0.17 0.18 1.114
C -1.56 2.21 2.80 0.000
C -1.05 1.28 1.75 -0.225
N 0.21 0.96 1.63 -0.180
N 1.17 1.45 2.50 0.044
C 2.47 1.16 2.25 -0.758
N 3.36 1.66 3.11 0.131
S 2.96 0.22 0.93 0.742
C -1.89 0.66 0.71 -0.196
C -3.27 0.76 0.67 0.013
C -3.96 0.11 -0.35 -0.022
C -3.25 -0.63 -1.28 -0.011
C -1.88 -0.70 -1.18 -0.062
N -1.22 -0.06 -0.21 -0.054
H -0.92 3.10 2.88 0.095
H -1.61 1.73 3.78 0.106
H -2.56 2.56 2.56 0.081
H 0.86 1.93 3.33 0.153
H 3.12 2.31 3.84 0.126
H 4.34 1.46 2.96 0.117
H -3.81 1.33 1.41 0.115
H -5.04 0.17 -0.40 0.123
H -3.76 -1.16 -2.08 0.121
H -1.25 -1.26 -1.86 0.111
C 0.45 -1.73 1.45 -0.199
H 1.14 -1.73 2.29 0.004
H 0.60 -2.62 0.84 0.024
H -0.58 -1.71 1.83 0.017
C 1.67 0.03 -3.60 -0.061
C 1.77 -1.25 -2.78 -0.557
C 1.06 -2.42 -3.46 -0.060
O 1.22 -1.04 -1.51 -0.454
H 2.13 -0.10 -4.58 0.084
H 2.17 0.85 -3.09 0.072
H 0.62 0.30 -3.75 0.077
H 2.83 -1.51 -2.68 0.133
H 0.02 -2.16 -3.67 0.069
H 1.08 -3.30 -2.82 0.080
H 1.54 -2.66 -4.40 0.084
```

Total energy in hartree: -1265.81628
Net charge: +1
Spin multiplicity: 1
Relative energy (zero: lowest compared OMol25 entry of this formula, charge and spin) in eV: 0.0000
Orbital gap (alpha / beta) in eV: 6.577 / 6.574

Record 3
Below is a structure of composition C3H6N2S3 at a distorted geometry, with properties calculated with wB97M-V/def2-TZVPD.

The geometry in XYZ format:
```
14
Properties=species:S:1:pos:R:3:lowdin_charge:R:1
C -0.69 1.30 0.89 -0.247
C -1.27 0.05 0.19 -1.133
C 1.26 -1.10 -0.25 -0.581
H -0.57 1.79 -1.34 0.125
H -1.85 2.45 -0.76 0.060
H -1.38 1.55 1.69 0.083
H 0.45 1.22 1.17 0.107
H 1.96 -1.99 -0.18 0.061
H 3.44 1.28 -0.65 -0.107
N -0.82 2.42 -0.34 -0.072
N 1.57 0.19 -0.46 -0.429
S -2.87 -0.27 -0.17 0.601
S -0.52 -1.51 0.11 0.825
S 3.19 0.15 0.11 0.707
```

Total energy in hartree: -1421.81982
Spin multiplicity: 1
Relative energy (zero: lowest compared OMol25 entry of this formula, charge and spin) in eV: 4.8628
Orbital gap in eV: 7.622

Record 4
Below is a cluster of 2 separate species, C18H27NO3 in total at a distorted geometry, with properties calculated with wB97M-V/def2-TZVPD.

The geometry in XYZ format:
```
49
Properties=species:S:1:pos:R:3:lowdin_charge:R:1
C 1.73 2.06 -2.36 0.088
C 1.74 2.06 -1.16 -0.123
C 1.67 2.10 0.35 -0.190
C 2.04 0.74 1.02 -0.196
C 1.20 -0.47 0.55 -0.098
N -0.26 -0.17 0.48 -0.017
C -0.86 0.49 1.49 0.002
C -2.21 0.81 1.43 0.063
C -2.95 0.40 0.29 -0.018
C -4.44 0.76 0.31 -0.418
O -4.96 0.90 1.38 0.158
O -5.19 0.95 -0.83 0.077
C -2.32 -0.29 -0.78 -0.095
C -3.08 -0.75 -2.03 -0.123
C -2.81 0.10 -3.32 -0.189
C -1.46 0.88 -3.35 -0.260
C -1.21 1.29 -4.86 -0.107
C -0.94 -0.56 -0.59 0.032
H 1.58 2.36 -3.39 0.034
H 2.37 2.85 0.77 0.124
H 0.66 2.47 0.61 0.100
H 3.09 0.52 0.77 0.118
H 1.98 0.81 2.12 0.108
H 1.55 -0.84 -0.43 0.137
H 1.36 -1.28 1.29 0.126
H -0.23 0.78 2.33 0.158
H -2.66 1.36 2.26 0.138
H -5.16 1.87 -1.12 0.136
H -2.76 -1.79 -2.23 0.128
H -4.17 -0.79 -1.87 0.108
H -2.76 -0.62 -4.17 0.115
H -3.61 0.82 -3.57 0.113
H -1.55 1.81 -2.76 0.110
H -0.58 0.28 -3.06 0.080
H -2.14 1.26 -5.45 0.069
H -0.51 0.53 -5.28 0.078
H -0.67 2.25 -4.94 0.064
H -0.44 -1.10 -1.40 0.155
C 2.61 -3.03 3.36 -0.122
C 3.88 -2.15 3.21 -0.681
C 4.25 -1.59 4.59 -0.113
O 3.59 -1.11 2.38 -0.315
H 1.76 -2.45 3.74 0.055
H 2.33 -3.47 2.40 0.052
H 2.79 -3.86 4.05 0.056
H 4.70 -2.85 2.93 0.109
H 3.44 -0.98 5.01 0.059
H 5.15 -0.98 4.54 0.058
H 4.44 -2.40 5.31 0.056
```

Total energy in hartree: -982.34128
Spin multiplicity: 1
Relative energy (zero: lowest compared OMol25 entry of this formula, charge and spin) in eV: 7.0294
Orbital gap in eV: 3.474

Record 5
Below is an isolated molecule of C18H24ClN3O5S, with properties calculated with wB97M-V/def2-TZVPD.

The geometry in XYZ format:
```
52
Properties=species:S:1:pos:R:3:lowdin_charge:R:1
O 2.02 0.95 -1.82 0.035
C 2.64 2.00 -1.85 -0.460
C 2.24 3.29 -2.52 -0.073
C 3.52 4.12 -2.54 -0.139
C 4.34 3.54 -1.37 -0.136
N 3.84 2.19 -1.25 -0.062
C 4.47 1.19 -0.43 -0.136
C 4.27 1.43 1.08 -0.143
C 2.86 1.86 1.45 -0.250
N 1.84 0.92 1.01 -0.109
S 0.34 1.68 0.90 0.665
O -0.17 1.84 2.23 -0.281
O 0.45 2.88 0.10 -0.302
C -0.61 0.44 0.04 -0.260
C -0.98 0.64 -1.28 -0.043
C -1.69 -0.35 -1.93 -0.065
C -2.02 -1.52 -1.25 -0.583
Cl -2.91 -2.75 -2.05 0.759
C -1.64 -1.71 0.08 -0.163
C -1.92 -3.03 0.76 -0.468
O -1.13 -3.94 0.69 0.083
N -3.08 -3.10 1.44 -0.043
C -4.10 -2.08 1.49 -0.106
C -5.38 -2.63 0.85 -0.186
O -5.79 -3.83 1.47 -0.129
C -4.79 -4.82 1.39 -0.177
C -3.49 -4.35 2.05 -0.100
C -0.92 -0.72 0.72 0.016
H 1.80 3.12 -3.50 0.125
H 1.47 3.74 -1.87 0.111
H 3.34 5.18 -2.42 0.111
H 4.05 3.96 -3.48 0.114
H 5.41 3.53 -1.57 0.126
H 4.16 4.10 -0.45 0.124
H 4.03 0.23 -0.71 0.127
H 5.54 1.17 -0.65 0.127
H 4.52 0.50 1.60 0.116
H 4.96 2.20 1.43 0.112
H 2.76 1.95 2.53 0.123
H 2.65 2.85 1.01 0.103
H 2.02 0.57 0.07 0.062
H -0.70 1.55 -1.77 0.114
H -1.99 -0.23 -2.96 0.111
H -3.77 -1.18 0.98 0.127
H -4.31 -1.84 2.55 0.136
H -6.21 -1.93 0.97 0.129
H -5.20 -2.81 -0.22 0.102
H -5.19 -5.70 1.89 0.128
H -4.59 -5.06 0.33 0.131
H -2.69 -5.07 1.91 0.127
H -3.66 -4.18 3.12 0.135
H -0.61 -0.83 1.74 0.136
```

Total energy in hartree: -2099.18172
Spin multiplicity: 1
SMILES string: O=C1CCCN1CCCNS(=O)(=O)c1ccc(Cl)c(C(=O)N2CCOCC2)c1
Relative energy (zero: lowest compared OMol25 entry of this formula, charge and spin) in eV: 0.0000
Orbital gap in eV: 9.659

Record 6
Below is a structure of composition C14H23ClN3O2PdTe, with properties calculated with wB97M-V/def2-TZVPD.

The geometry in XYZ format:
```
45
Properties=species:S:1:pos:R:3:lowdin_charge:R:1
Pd 1.24 -0.68 0.25 -0.023
N 0.21 -0.91 -2.29 0.012
C 0.74 -1.76 -3.35 -0.273
C 1.35 -3.06 -2.79 -0.246
N 2.30 -2.97 -1.70 -0.090
C 3.55 -2.28 -1.96 -0.242
C 3.56 -0.75 -2.02 -0.262
N 3.15 -0.12 -0.76 -0.066
H -0.79 -1.03 -2.18 0.070
H 0.34 0.08 -2.48 0.034
H 1.49 -1.21 -3.91 0.094
H -0.03 -2.05 -4.08 0.099
H 1.82 -3.60 -3.62 0.102
H 0.53 -3.68 -2.43 0.103
H 1.84 -2.56 -0.88 0.030
H 3.95 -2.65 -2.91 0.108
H 4.27 -2.58 -1.19 0.103
H 2.88 -0.37 -2.78 0.082
H 4.57 -0.44 -2.31 0.107
H 2.86 0.84 -0.98 0.034
H 3.92 -0.10 -0.10 0.068
C -0.73 0.57 3.28 -0.434
Te -0.51 -1.08 1.91 1.191
C -2.28 -0.21 1.05 -0.422
C -2.97 0.51 2.18 -0.307
C -4.32 0.81 2.15 -0.048
C -4.93 1.48 3.20 -0.104
C -4.17 1.85 4.30 -0.105
C -2.81 1.56 4.34 -0.052
C -2.20 0.89 3.28 -0.312
H -0.15 1.40 2.89 0.024
H -0.37 0.30 4.27 0.047
H -2.91 -0.98 0.61 0.050
H -1.96 0.48 0.27 0.035
H -4.91 0.52 1.28 0.109
H -5.99 1.70 3.17 0.092
H -4.63 2.37 5.13 0.092
H -2.22 1.85 5.20 0.107
Cl -0.86 3.18 0.75 0.566
C 0.71 2.77 -0.01 -0.504
C 0.64 2.24 -1.46 -0.799
O -0.46 2.01 -1.98 -0.060
O 1.79 2.04 -1.93 -0.097
H 1.17 1.97 0.58 0.023
H 1.33 3.66 0.03 0.062
```

Total energy in hartree: -1718.18499
Net charge: -1
Spin multiplicity: 1
Relative energy (zero: lowest compared OMol25 entry of this formula, charge and spin) in eV: 0.1108
Orbital gap in eV: 6.127